{"formula": "C41H40GeN2O5S8Tc", "method": "ωB97M-V/def2-TZVPD", "charge": 1, "total_energy_ha": -7415.10570, "spin_multiplicity": 1, "largest_force_ev_per_a": 5.8, "e_above_lowest_kj_mol": 100.5, "elements": ["Tc", "S", "C", "S", "C", "C", "S", "S", "S", "C", "S", "O", "C", "C", "C", "C", "C", "C", "H", "H", "H", "H", "H", "H", "H", "H", "N", "C", "N", "O", "H", "H", "H", "H", "O", "C", "O", "C", "C", "C", "C", "S", "C", "C", "H", "H", "H", "H", "H", "O", "S", "C", "C", "C", "C", "H", "H", "H", "H", "H", "H", "H", "H", "C", "Ge", "C", "C", "C", "C", "C", "C", "C", "C", "C", "C", "C", "C", "C", "C", "C", "C", "C", "C", "H", "H", "H", "H", "H", "H", "H", "H", "H", "H", "H", "H", "H", "H", "H"], "coordinates": [[0.148, 0.072, 0.763], [-7.580, -0.093, 0.726], [-6.003, -0.102, 0.335], [-5.319, 0.730, -1.028], [-3.627, 0.362, -0.698], [-3.359, -0.416, 0.389], [-1.935, -1.126, 1.114], [-4.795, -0.959, 1.252], [-2.513, 1.175, -1.781], [1.361, -4.125, -0.825], [1.020, -2.393, -1.218], [0.833, -1.825, 0.171], [2.705, -1.941, -1.657], [3.030, -1.652, -2.971], [4.326, -1.256, -3.274], [5.277, -1.167, -2.267], [4.937, -1.454, -0.949], [3.641, -1.829, -0.638], [2.183, -4.164, -0.114], [1.601, -4.649, -1.748], [0.458, -4.533, -0.376], [2.289, -1.736, -3.757], [4.596, -1.024, -4.295], [6.289, -0.866, -2.508], [5.670, -1.368, -0.158], [3.344, -2.021, 0.386], [-2.205, 1.831, 2.502], [-1.539, 2.551, 1.592], [-1.885, 3.839, 1.403], [-0.580, 2.086, 0.932], [-3.038, 2.164, 2.953], [-1.974, 0.843, 2.562], [-2.674, 4.261, 1.859], [-1.371, 4.364, 0.718], [-4.707, 0.180, -8.766], [-4.275, -0.901, -8.099], [-4.442, -1.998, -8.547], [-3.588, -0.678, -6.779], [-3.189, 0.567, -6.301], [-2.568, 0.674, -5.069], [-2.350, -0.467, -4.309], [-1.531, -0.352, -2.731], [-2.726, -1.718, -4.780], [-3.341, -1.815, -6.015], [-4.557, 1.005, -8.295], [-3.325, 1.475, -6.877], [-2.262, 1.641, -4.692], [-2.546, -2.601, -4.182], [-3.648, -2.772, -6.411], [1.599, 0.890, -0.520], [1.965, 2.361, -0.695], [3.722, 2.228, -1.223], [4.574, 2.897, -0.154], [3.884, 2.594, 1.172], [2.422, 2.958, 0.969], [3.831, 2.666, -2.214], [3.901, 1.155, -1.279], [4.611, 3.976, -0.316], [5.591, 2.505, -0.175], [4.327, 3.153, 1.995], [3.952, 1.526, 1.394], [2.254, 4.036, 0.979], [1.748, 2.475, 1.673], [0.822, 0.081, 2.417], [1.794, 0.161, 4.115], [0.668, -0.862, 5.357], [1.156, -1.935, 6.094], [0.290, -2.708, 6.855], [-1.064, -2.412, 6.885], [-1.553, -1.326, 6.171], [-0.688, -0.553, 5.414], [3.458, -0.772, 3.634], [3.314, -2.103, 3.242], [4.416, -2.841, 2.839], [5.675, -2.255, 2.821], [5.824, -0.927, 3.192], [4.719, -0.187, 3.596], [1.869, 2.090, 4.523], [0.749, 2.860, 4.217], [0.727, 4.219, 4.489], [1.831, 4.827, 5.069], [2.951, 4.069, 5.379], [2.966, 2.707, 5.118], [2.214, -2.170, 6.071], [0.672, -3.554, 7.411], [-1.741, -3.030, 7.459], [-2.609, -1.094, 6.190], [-1.064, 0.297, 4.856], [2.328, -2.555, 3.259], [4.296, -3.876, 2.548], [6.539, -2.834, 2.523], [6.802, -0.465, 3.175], [4.848, 0.848, 3.886], [-0.108, 2.382, 3.759], [-0.152, 4.804, 4.249], [1.818, 5.886, 5.284], [3.816, 4.542, 5.826], [3.833, 2.118, 5.392]], "lowdin_charge": [1.037, 0.582, -1.511, 0.891, -1.045, -1.096, 0.551, 0.884, 0.545, -0.189, 0.956, -0.709, -0.392, -0.071, -0.066, -0.072, -0.063, -0.075, 0.060, 0.071, 0.066, 0.116, 0.113, 0.112, 0.104, 0.096, 0.195, -0.636, 0.207, -0.194, 0.130, 0.021, 0.119, 0.122, 0.135, -0.479, 0.133, -0.118, -0.012, -0.107, -0.580, 0.581, -0.079, 0.004, 0.093, 0.115, 0.097, 0.109, 0.128, -0.666, 1.036, -0.273, -0.215, -0.221, -0.303, 0.095, 0.073, 0.119, 0.122, 0.122, 0.106, 0.107, 0.042, -0.253, 0.962, -0.281, -0.107, -0.076, -0.074, -0.074, -0.113, -0.278, -0.125, -0.088, -0.086, -0.080, -0.111, -0.275, -0.127, -0.075, -0.076, -0.075, -0.106, 0.100, 0.107, 0.108, 0.107, 0.081, 0.108, 0.109, 0.109, 0.108, 0.084, 0.064, 0.102, 0.108, 0.108, 0.093]}

{"formula": "C41H40LiN6O2S", "method": "ωB97M-V/def2-TZVPD", "charge": -1, "total_energy_ha": -2470.71535, "spin_multiplicity": 1, "largest_force_ev_per_a": 3.3, "e_above_lowest_kj_mol": 1044.0, "elements": ["Li", "O", "C", "N", "C", "C", "C", "C", "C", "C", "N", "C", "C", "C", "C", "C", "N", "H", "H", "H", "H", "H", "H", "H", "H", "H", "H", "C", "C", "C", "C", "C", "C", "C", "N", "C", "N", "C", "C", "C", "C", "C", "C", "C", "N", "C", "C", "C", "C", "C", "C", "C", "H", "H", "H", "H", "H", "H", "H", "H", "H", "H", "H", "H", "H", "H", "H", "H", "H", "H", "H", "H", "H", "H", "C", "S", "O", "C", "C", "C", "C", "C", "C", "H", "H", "H", "H", "H", "H", "H", "H"], "coordinates": [[-0.869, -0.059, 2.192], [1.936, -0.636, 4.991], [1.010, -0.757, 4.128], [0.235, 0.287, 3.829], [0.649, 1.567, 4.331], [-0.013, 2.710, 3.624], [0.755, 3.888, 3.204], [0.093, 4.802, 2.399], [-1.277, 4.604, 1.755], [-1.899, 3.576, 2.623], [-1.277, 2.635, 3.289], [0.724, -2.136, 3.444], [1.442, -3.275, 3.737], [1.099, -4.576, 3.047], [-0.131, -4.924, 1.258], [-0.981, -3.643, 1.016], [-0.315, -2.169, 2.511], [1.746, 1.682, 4.180], [0.451, 1.663, 5.404], [1.774, 4.119, 3.506], [0.736, 5.580, 2.068], [-1.871, 5.490, 2.015], [-3.009, 3.444, 2.547], [2.381, -3.152, 4.238], [1.466, -5.539, 3.434], [-0.524, -5.838, 0.762], [-2.038, -3.727, 0.550], [0.693, -3.693, -4.032], [-0.614, -2.934, -4.165], [-1.260, -2.924, -5.442], [-2.567, -2.517, -5.602], [-3.226, -1.868, -4.554], [-2.682, -1.920, -3.291], [-1.338, -2.366, -3.112], [-0.686, -2.183, -1.875], [-0.981, -1.114, -0.972], [-1.168, 0.150, -1.586], [-1.054, 1.473, -0.998], [0.047, 2.354, -0.960], [0.009, 3.480, -0.186], [-1.232, 4.175, 0.210], [-2.441, 3.335, -0.006], [-2.269, 2.003, -0.332], [-3.419, 1.139, -0.141], [-0.815, -1.218, 0.272], [-0.176, -2.406, 0.850], [1.226, -2.557, 0.347], [1.962, -3.661, 0.611], [1.412, -4.757, 1.462], [-0.388, -4.871, 2.770], [-1.126, -3.505, 2.563], [-2.500, -3.310, 3.304], [0.515, -4.612, -3.436], [1.443, -3.117, -3.471], [1.061, -3.945, -5.058], [-0.729, -3.380, -6.272], [-3.021, -2.656, -6.566], [-4.242, -1.394, -4.785], [-3.216, -1.588, -2.402], [-0.547, -3.095, -1.389], [-1.463, 0.111, -2.527], [0.944, 3.937, 0.244], [-1.508, 5.059, -0.403], [-3.363, 3.750, 0.363], [-4.200, 1.696, 0.357], [-3.215, 0.222, 0.438], [-3.807, 0.809, -1.102], [1.756, -1.765, -0.141], [3.005, -3.642, 0.396], [1.942, -5.715, 1.352], [-1.000, -5.599, 3.298], [-3.030, -4.274, 3.345], [-3.074, -2.575, 2.668], [-2.427, -2.822, 4.327], [1.417, 1.754, -3.703], [1.594, 1.860, -1.884], [2.068, 0.544, -1.367], [2.654, 3.319, -1.630], [3.661, 3.186, -0.694], [4.699, 4.096, -0.565], [4.598, 5.293, -1.262], [3.446, 5.589, -2.082], [2.473, 4.572, -2.294], [2.269, 2.158, -4.297], [0.412, 2.024, -4.123], [1.542, 0.685, -3.869], [3.761, 2.200, -0.171], [5.542, 3.927, 0.118], [5.462, 5.975, -1.179], [3.286, 6.542, -2.548], [1.592, 4.948, -2.902]], "lowdin_charge": [0.611, -0.095, -0.522, -0.060, -0.256, -0.370, -0.076, -0.139, -0.285, -0.225, 0.035, -0.156, 0.051, -0.164, -0.151, -0.122, 0.048, 0.108, 0.105, 0.080, 0.047, 0.104, 0.081, 0.097, 0.129, 0.138, 0.179, -0.046, -0.205, -0.059, -0.113, -0.097, -0.031, -0.219, 0.130, -0.368, 0.088, -0.235, -0.270, -0.072, -0.280, -0.060, -0.253, -0.081, 0.129, -0.317, 0.006, -0.018, -0.165, -0.138, -0.324, -0.007, 0.089, 0.074, 0.081, 0.099, 0.091, 0.128, 0.115, 0.141, 0.090, 0.112, 0.115, 0.101, 0.074, 0.073, 0.066, 0.097, 0.093, 0.129, 0.139, 0.064, 0.082, 0.100, -0.138, 1.021, -0.364, -0.331, -0.074, -0.078, -0.068, -0.054, -0.056, 0.076, 0.091, 0.049, 0.137, 0.117, 0.105, 0.089, 0.136]}

{"formula": "C41H41BBrCl5F2N6O3PS3SeV", "method": "ωB97M-V/def2-TZVPD", "charge": -1, "total_energy_ha": -12122.50197, "spin_multiplicity": 2, "largest_force_ev_per_a": 1.8, "e_above_lowest_kj_mol": 0.0, "elements": ["V", "Cl", "C", "C", "C", "Cl", "C", "Cl", "C", "Cl", "C", "Cl", "C", "C", "C", "C", "C", "C", "O", "N", "C", "O", "N", "C", "O", "H", "H", "H", "H", "H", "H", "H", "H", "H", "H", "H", "C", "C", "N", "C", "S", "N", "C", "C", "H", "H", "H", "H", "H", "H", "H", "H", "H", "H", "H", "H", "Se", "C", "C", "C", "N", "C", "C", "H", "H", "H", "H", "F", "B", "F", "S", "P", "S", "C", "C", "C", "C", "C", "C", "C", "C", "C", "C", "C", "C", "H", "H", "H", "H", "H", "H", "H", "H", "H", "H", "Br", "C", "C", "C", "N", "C", "C", "H", "H", "H", "H"], "coordinates": [[-1.123, -0.607, 0.040], [-3.671, -2.624, -1.607], [-3.617, -0.908, -1.893], [-2.674, -0.141, -1.220], [-2.700, 1.216, -1.489], [-1.530, 2.164, -0.620], [-3.583, 1.818, -2.375], [-3.534, 3.518, -2.645], [-4.501, 1.015, -3.042], [-5.606, 1.715, -4.162], [-4.521, -0.360, -2.798], [-5.663, -1.355, -3.624], [-2.225, -3.096, -4.733], [-0.715, -3.008, -4.904], [0.073, -2.987, -3.590], [1.578, -2.663, -3.867], [2.238, -3.540, -4.926], [0.062, -4.340, -2.921], [0.024, -5.402, -3.486], [0.236, -4.288, -1.537], [-0.045, -3.189, -0.790], [0.086, -3.338, 0.478], [-0.458, -2.045, -1.286], [-0.409, -1.852, -2.678], [-0.662, -0.776, -3.153], [-2.705, -3.230, -5.702], [-2.628, -2.188, -4.285], [-2.509, -3.942, -4.104], [-0.454, -2.102, -5.453], [-0.361, -3.866, -5.475], [2.135, -2.745, -2.930], [1.612, -1.614, -4.165], [2.073, -4.601, -4.737], [3.313, -3.358, -4.926], [1.862, -3.312, -5.923], [0.394, -5.155, -1.042], [1.977, -0.121, 5.379], [0.844, 0.889, 5.511], [0.225, 1.196, 4.231], [-1.026, 0.985, 3.839], [-1.706, 1.795, 2.502], [-1.842, 0.140, 4.530], [-1.479, -1.119, 5.176], [-2.033, -1.221, 6.589], [2.411, -0.335, 6.358], [2.759, 0.300, 4.745], [1.641, -1.057, 4.929], [1.268, 1.826, 5.880], [0.079, 0.572, 6.217], [0.842, 1.698, 3.590], [-2.761, 0.144, 4.116], [-0.401, -1.228, 5.170], [-1.870, -1.936, 4.567], [-1.646, -0.424, 7.225], [-1.767, -2.182, 7.032], [-3.122, -1.144, 6.580], [-2.928, -1.212, 1.463], [-3.202, -2.989, 2.131], [-3.966, -3.106, 3.291], [-4.244, -4.364, 3.799], [-3.828, -5.501, 3.242], [-3.117, -5.381, 2.122], [-2.788, -4.172, 1.532], [-4.342, -2.221, 3.788], [-4.832, -4.465, 4.706], [-2.793, -6.311, 1.665], [-2.224, -4.161, 0.612], [-0.293, -2.422, 2.577], [-0.195, -2.082, 1.275], [0.789, -1.101, 1.028], [3.485, 3.131, 4.683], [3.528, 3.163, 2.701], [2.104, 2.213, 1.686], [5.177, 2.566, 2.152], [6.328, 3.140, 2.689], [7.578, 2.646, 2.358], [7.692, 1.563, 1.493], [6.551, 0.986, 0.958], [5.296, 1.487, 1.287], [3.543, 4.891, 2.093], [2.934, 5.897, 2.832], [2.826, 7.180, 2.311], [3.331, 7.466, 1.051], [3.950, 6.466, 0.311], [4.050, 5.184, 0.829], [6.232, 3.970, 3.379], [8.467, 3.097, 2.782], [8.670, 1.169, 1.242], [6.635, 0.142, 0.283], [4.393, 1.044, 0.885], [2.551, 5.660, 3.817], [2.344, 7.958, 2.891], [3.245, 8.467, 0.645], [4.349, 6.687, -0.671], [4.527, 4.399, 0.252], [5.322, 1.667, -3.211], [3.692, 1.224, -2.360], [2.758, 2.202, -2.099], [1.577, 1.822, -1.475], [1.295, 0.567, -1.129], [2.231, -0.346, -1.369], [3.443, -0.083, -1.984], [2.935, 3.237, -2.352], [0.840, 2.573, -1.245], [2.018, -1.350, -1.024], [4.165, -0.869, -2.154]], "lowdin_charge": [0.569, 0.725, -0.682, -0.373, -0.645, 0.725, -0.694, 0.687, -0.699, 0.668, -0.699, 0.670, -0.080, -0.171, -0.282, -0.156, -0.073, -0.378, 0.131, 0.250, -0.405, 0.190, 0.100, -0.402, 0.133, 0.081, 0.045, 0.070, 0.129, 0.114, 0.110, 0.127, 0.076, 0.078, 0.077, 0.181, -0.092, -0.254, 0.017, -0.826, 0.527, -0.006, -0.251, -0.082, 0.074, 0.035, 0.061, 0.068, 0.091, -0.011, 0.069, 0.087, 0.090, 0.064, 0.073, 0.069, 0.899, -0.547, -0.133, -0.158, 0.045, -0.151, -0.106, 0.094, 0.100, 0.101, 0.077, 0.178, -0.974, 0.090, 0.188, 0.012, 0.288, -0.391, -0.105, -0.094, -0.106, -0.097, -0.113, -0.386, -0.107, -0.094, -0.108, -0.098, -0.099, 0.098, 0.096, 0.093, 0.094, 0.050, 0.069, 0.096, 0.093, 0.095, 0.102, 0.739, -0.688, -0.098, -0.197, 0.058, -0.153, -0.111, 0.107, 0.049, 0.100, 0.104]}